A molecular structure, C33H87BF4N11O13Zn in a non-equilibrium geometry. Source: OMol25; level of theory: ωB97M-V/def2-TZVPD.

Properties
Kohn-Sham gap (spin up / spin down): 0.2895 / 0.0969 hartree
max |F|: 7.61 eV/A
energy relative to the best compared isomer or geometry (same formula, charge and spin): 0.0000 eV
⟨S²⟩: 0.754

Geometry as ORCA input:
```
! wB97M-V def2-TZVPD RIJCOSX def2/J DEFGRID3
* xyz 2 2
Zn 0.657 2.256 -2.276
B 0.656 0.534 0.304
F -0.421 1.326 0.710
F 1.516 0.415 1.423
F 0.238 -0.688 -0.197
F 1.305 1.127 -0.770
C -2.435 2.806 -1.815
O -1.323 2.273 -1.857
N -2.934 3.428 -0.808
N -3.216 2.920 -2.870
H -2.509 3.458 0.108
H -3.920 3.638 -0.866
H -4.060 3.454 -2.717
H -2.855 2.592 -3.755
C 1.004 4.435 0.021
O 0.709 3.980 -1.069
N 0.512 3.798 1.033
N 1.711 5.479 0.318
H 0.840 4.132 1.928
H -0.082 2.996 0.879
H 2.141 6.009 -0.426
H 1.703 5.875 1.246
C 3.785 2.546 -2.251
O 2.614 2.668 -2.595
N 4.750 2.506 -3.045
N 4.162 2.287 -1.019
H 5.707 2.282 -2.814
H 4.525 2.554 -4.028
H 5.167 2.287 -0.922
H 3.583 2.232 -0.193
C -3.135 8.021 3.502
O -1.927 7.383 3.611
C -0.960 7.962 2.841
C 0.439 7.434 3.371
N 0.678 5.946 3.273
C 1.723 5.622 4.311
C 2.121 4.124 4.272
O 1.018 3.290 4.325
C 1.320 1.903 4.073
H -3.501 8.049 2.476
H -3.192 9.014 3.946
H -3.810 7.344 4.027
H -1.124 9.038 2.799
H -1.112 7.584 1.830
H 0.573 7.753 4.405
H 1.285 7.948 2.913
H -0.177 5.473 3.528
H 1.273 5.787 5.290
H 2.668 6.156 4.412
H 2.933 3.909 4.967
H 2.617 3.890 3.330
H 1.345 1.302 4.983
H 2.273 1.782 3.558
H 0.521 1.412 3.518
C 0.523 4.760 -3.985
O 0.105 3.379 -3.827
C 0.320 2.539 -4.940
C -0.147 1.120 -4.626
N 0.599 0.655 -3.489
C 0.169 -0.723 -3.036
C 0.118 -1.713 -4.196
O -1.110 -1.502 -4.879
C -1.076 -2.040 -6.127
H 1.611 4.783 -4.055
H 0.203 5.293 -3.090
H 0.029 5.187 -4.858
H 1.373 2.529 -5.221
H -0.191 2.969 -5.801
H -0.100 0.621 -5.594
H -1.203 1.108 -4.358
H 1.421 0.435 -4.033
H -0.815 -0.903 -2.603
H 0.927 -0.971 -2.293
H 0.196 -2.730 -3.812
H 0.998 -1.588 -4.826
H -0.281 -1.684 -6.782
H -1.951 -1.797 -6.730
H -0.815 -3.093 -6.017
C -3.626 -7.811 3.481
O -4.293 -6.950 2.566
C -5.619 -6.646 2.897
C -6.272 -5.717 1.799
N -5.613 -4.406 1.965
C -6.030 -3.436 0.980
C -4.920 -2.409 0.741
O -3.880 -3.037 0.023
C -2.986 -2.096 -0.577
H -3.710 -8.886 3.319
H -3.787 -7.614 4.541
H -2.573 -7.580 3.321
H -5.698 -6.246 3.908
H -6.174 -7.584 2.885
H -7.338 -5.742 2.024
H -6.067 -6.217 0.853
H -4.627 -4.610 2.033
H -6.924 -2.931 1.348
H -6.354 -4.005 0.109
H -4.551 -2.037 1.696
H -5.362 -1.571 0.202
H -2.456 -1.636 0.257
H -3.444 -1.312 -1.181
H -2.275 -2.669 -1.173
C 2.045 -2.844 8.503
O 1.871 -2.388 7.219
C 2.687 -3.041 6.201
C 2.467 -2.249 4.929
N 1.081 -2.609 4.481
C 0.523 -1.830 3.363
C -0.894 -2.239 3.115
O -1.792 -1.904 4.146
C -2.337 -0.591 4.200
H 1.753 -2.061 9.202
H 3.083 -2.939 8.821
H 1.437 -3.731 8.683
H 2.425 -4.092 6.082
H 3.764 -3.064 6.367
H 3.295 -2.470 4.255
H 2.525 -1.219 5.280
H 0.503 -2.561 5.307
H 1.205 -2.024 2.535
H 0.552 -0.768 3.604
H -0.888 -3.329 3.142
H -1.258 -1.906 2.143
H -2.885 -0.554 5.142
H -2.988 -0.405 3.346
H -1.535 0.146 4.199
C 1.234 -4.429 -8.059
O 1.966 -4.092 -6.954
C 3.140 -3.295 -7.241
C 4.103 -3.206 -6.036
N 3.455 -2.460 -5.012
C 4.245 -2.528 -3.794
C 3.483 -2.157 -2.553
O 2.467 -3.129 -2.397
C 1.948 -3.208 -1.026
H 0.792 -3.525 -8.477
H 0.379 -4.964 -7.645
H 1.627 -5.164 -8.762
H 2.785 -2.348 -7.646
H 3.641 -3.852 -8.034
H 4.927 -2.642 -6.473
H 4.503 -4.142 -5.646
H 2.550 -2.863 -4.816
H 5.109 -1.882 -3.948
H 4.537 -3.546 -3.538
H 3.147 -1.121 -2.541
H 4.253 -2.220 -1.784
H 0.987 -2.696 -0.996
H 2.612 -2.839 -0.243
H 1.770 -4.240 -0.722
*
```